1.
Computed, not measured: a structure of composition C29H29Br3N4O11 in a non-equilibrium geometry, with wB97M-V/def2-TZVPD.

For the HOMO energy, the calculation gives -9.7 eV.

Structure (XYZ):
```
76
Properties=species:S:1:pos:R:3:mulliken_charge:R:1
C 3.050 -5.570 -3.256 -0.345
C 3.461 -4.787 -4.334 -0.567
C 2.550 -3.936 -4.936 -0.352
C 1.256 -3.917 -4.485 0.219
C 0.827 -4.705 -3.446 -0.143
C 1.739 -5.531 -2.806 -0.607
N 0.288 -3.028 -5.146 1.099
O 0.615 -2.516 -6.197 -0.640
O -0.780 -2.850 -4.593 -0.562
H 3.785 -6.180 -2.740 0.375
H 4.490 -4.744 -4.660 0.372
H 2.853 -3.334 -5.779 0.461
H -0.162 -4.659 -3.014 0.246
H 1.414 -6.179 -2.006 0.429
C 3.992 3.361 0.969 -0.476
C 4.372 2.085 0.601 -0.486
C 3.445 1.055 0.639 -0.459
C 2.166 1.320 1.090 0.158
C 1.813 2.543 1.598 -0.225
C 2.736 3.581 1.520 -0.533
N 1.163 0.252 1.043 1.002
O 1.324 -0.617 0.202 -0.522
O 0.196 0.336 1.763 -0.494
H 4.634 4.223 0.840 0.398
H 5.328 1.901 0.129 0.369
H 3.734 0.049 0.370 0.402
H 0.869 2.697 2.105 0.497
H 2.444 4.553 1.895 0.391
C -1.921 6.229 -1.975 -0.465
C -0.953 5.317 -2.399 -0.714
C -0.957 4.036 -1.880 0.189
C -1.853 3.707 -0.908 -0.226
C -2.720 4.632 -0.345 -0.582
C -2.766 5.895 -0.914 -0.416
N -1.854 2.334 -0.400 0.966
O -2.625 2.049 0.492 -0.622
O -1.037 1.567 -0.876 -0.321
H -2.003 7.220 -2.405 0.390
H -0.253 5.604 -3.172 0.449
H -0.329 3.296 -2.359 0.502
H -3.358 4.397 0.492 0.483
H -3.413 6.649 -0.484 0.378
C -1.447 1.127 -4.104 -0.651
C -0.669 2.052 -4.783 -0.659
C 0.713 2.035 -4.608 -0.468
C 1.294 1.043 -3.848 -0.273
C 0.545 0.008 -3.339 0.275
C -0.835 0.109 -3.394 -0.494
N 2.743 1.031 -3.684 1.157
O 3.234 0.071 -3.120 -0.634
O 3.361 1.980 -4.112 -0.663
H -2.526 1.109 -4.207 0.474
H -1.068 2.823 -5.427 0.444
H 1.313 2.747 -5.158 0.502
H 0.987 -0.811 -2.789 0.800
H -1.434 -0.612 -2.855 0.230
C -2.404 -2.410 5.011 -0.857
C -2.622 -1.488 6.201 -0.327
O -1.700 -1.818 7.249 -0.288
C -2.215 -2.114 8.430 0.817
O -3.377 -2.245 8.696 -0.569
O -1.193 -2.203 9.294 -0.334
C -1.512 -2.591 10.611 -0.659
H -2.409 -3.434 5.390 0.303
H -1.564 -2.163 4.372 0.117
H -3.289 -2.394 4.365 0.350
H -3.633 -1.637 6.578 0.311
H -2.526 -0.433 5.948 0.303
H -1.245 -3.635 10.788 0.248
H -2.571 -2.463 10.820 0.339
H -0.934 -1.987 11.309 0.228
C -2.056 -1.882 -0.031 0.668
Br -3.770 -1.173 0.444 -0.036
Br -2.219 -3.263 -1.360 -0.021
Br -1.117 -2.617 1.491 -0.029
H -1.415 -1.096 -0.410 -0.621
```

---

2.
Computed, not measured: a cluster of 15 separate species, C52H145N11O19 in total in a non-equilibrium geometry, with wB97M-V/def2-TZVPD.

For the energy above the lowest of the compared OMol25 structures with the same formula, charge and spin, the calculation gives 0.0 kJ/mol. For the HOMO energy, the calculation gives -8.3 eV.

Structure (XYZ):
```
227
Properties=species:S:1:pos:R:3:mulliken_charge:R:1
C 3.074 1.665 -2.695 2.166
C 4.275 2.492 -3.219 -0.786
O 4.395 3.656 -2.423 -0.390
O 2.808 0.602 -3.617 -0.575
H 2.172 2.253 -2.683 -1.227
H 3.288 1.203 -1.742 -0.521
H 4.085 2.802 -4.271 0.380
H 5.220 1.980 -3.116 0.471
H 4.825 4.371 -2.906 0.234
H 3.678 0.208 -3.758 0.311
C -0.617 5.228 2.640 0.383
C 0.864 4.844 2.755 0.214
O 1.252 4.360 1.480 -0.298
O -1.154 5.610 3.885 -0.657
H -1.202 4.414 2.222 -0.377
H -0.703 6.097 1.970 0.247
H 1.006 4.054 3.482 -0.305
H 1.437 5.708 3.019 0.525
H 2.196 4.241 1.365 -0.026
H -0.756 5.143 4.633 0.326
C -3.860 3.232 0.946 -0.407
C -4.589 2.638 -0.270 0.408
O -5.320 1.474 0.124 -0.639
O -2.784 2.368 1.443 0.986
H -4.563 3.405 1.786 0.359
H -3.439 4.230 0.662 0.099
H -3.906 2.414 -1.085 -0.403
H -5.281 3.435 -0.603 0.301
H -5.628 1.010 -0.677 0.311
H -2.018 2.557 0.794 -0.684
C -5.048 0.572 3.627 -1.000
C -3.903 0.873 4.568 0.530
O -3.036 1.879 4.125 -0.234
O -4.599 -0.168 2.463 -0.288
H -5.640 1.435 3.341 0.330
H -5.663 -0.166 4.163 0.469
H -3.398 -0.034 4.797 -0.331
H -4.258 1.245 5.535 0.422
H -3.025 1.916 3.174 0.002
H -4.540 0.429 1.700 -0.060
C -0.507 1.262 -4.332 -0.128
C -1.089 1.364 -5.752 1.087
C -0.076 2.049 -6.642 -1.178
O 0.088 3.422 -6.410 -0.421
C 1.190 3.755 -5.657 -0.158
N -1.317 0.054 -6.347 -0.710
H -0.484 2.288 -3.946 -0.343
H 0.518 0.851 -4.249 0.143
H -1.149 0.671 -3.689 -0.104
H -2.059 1.891 -5.730 0.293
H -0.394 1.951 -7.695 0.391
H 0.816 1.437 -6.501 0.371
H 1.261 4.845 -5.552 0.262
H 2.086 3.366 -6.198 0.405
H 1.198 3.209 -4.705 -0.153
H -1.812 -0.495 -5.660 -0.049
H -1.896 0.097 -7.156 0.340
C 2.424 2.645 8.327 -1.581
C 1.874 1.644 7.316 0.408
C 1.785 2.306 5.923 -0.102
O 0.933 3.455 5.954 -0.480
C -0.386 2.998 6.207 -1.113
N 2.699 0.476 7.200 -0.699
H 1.720 3.486 8.423 0.257
H 3.317 3.039 7.905 0.379
H 2.565 2.133 9.267 0.434
H 0.879 1.231 7.537 0.495
H 1.383 1.652 5.129 -0.282
H 2.768 2.632 5.634 0.620
H -1.070 3.798 6.094 0.541
H -0.485 2.714 7.279 0.355
H -0.780 2.189 5.585 0.366
H 2.298 -0.192 6.547 0.080
H 3.621 0.704 6.770 0.329
C -3.806 -0.665 -2.495 1.242
C -4.818 -0.036 -3.439 0.755
C -5.303 -0.963 -4.468 -1.229
O -4.181 -1.330 -5.254 -0.001
C -4.509 -2.067 -6.381 -1.138
N -5.919 0.558 -2.617 -0.535
H -4.304 -1.255 -1.739 0.332
H -3.297 0.208 -2.064 -1.455
H -3.096 -1.321 -3.012 -0.517
H -4.327 0.845 -3.911 -0.009
H -6.049 -0.505 -5.099 0.439
H -5.732 -1.821 -3.951 0.456
H -5.397 -2.671 -6.210 0.459
H -3.664 -2.737 -6.582 0.330
H -4.685 -1.456 -7.261 0.245
H -6.575 -0.169 -2.359 0.284
H -6.451 1.260 -3.127 0.255
C -1.616 -3.523 -4.695 0.793
C -2.259 -4.781 -4.113 0.754
C -3.000 -4.350 -2.806 -1.124
O -2.238 -3.688 -1.822 0.982
C -1.322 -4.598 -1.207 -1.088
N -3.101 -5.404 -5.077 -0.640
H -2.418 -2.756 -4.858 -1.262
H -1.100 -3.808 -5.604 0.696
H -0.822 -3.112 -4.015 -0.519
H -1.507 -5.514 -3.791 -0.198
H -3.483 -5.219 -2.332 0.600
H -3.855 -3.699 -3.049 -0.004
H -0.485 -4.804 -1.882 -0.228
H -1.888 -5.533 -1.042 0.533
H -0.970 -4.192 -0.257 0.265
H -3.455 -6.347 -4.818 0.311
H -3.921 -4.824 -5.311 0.188
C 6.633 -4.562 -0.367 -1.302
C 6.941 -3.300 0.449 0.315
C 5.677 -2.378 0.710 -0.295
O 5.125 -2.050 -0.549 -0.374
C 3.910 -1.285 -0.458 0.286
N 7.554 -3.605 1.730 -0.678
H 7.589 -5.062 -0.570 0.396
H 6.143 -4.284 -1.313 0.298
H 6.022 -5.261 0.246 0.248
H 7.668 -2.678 -0.094 0.329
H 6.034 -1.494 1.266 0.180
H 4.921 -2.953 1.308 0.157
H 3.581 -1.041 -1.462 0.032
H 4.043 -0.343 0.080 -0.301
H 3.048 -1.826 0.017 0.047
H 6.921 -4.164 2.291 0.237
H 8.440 -4.099 1.701 0.257
C 0.192 1.112 1.718 -0.331
C 0.338 1.622 0.296 2.485
C 0.074 0.616 -0.820 1.314
O 0.813 -0.603 -0.762 0.416
C 0.459 -1.509 -1.773 -0.500
N -0.574 2.756 0.033 1.291
H -0.811 0.678 1.911 -0.943
H 0.333 1.891 2.460 -0.442
H 0.858 0.263 1.902 0.359
H 1.377 1.965 0.138 -0.477
H 0.308 1.173 -1.791 -1.336
H -1.034 0.415 -0.707 -0.092
H 0.787 -2.510 -1.415 -0.003
H 0.985 -1.275 -2.691 0.525
H -0.610 -1.468 -1.996 -0.662
H -0.691 2.884 -0.955 -0.884
H -0.279 3.608 0.493 -0.652
C -2.173 -2.066 1.368 2.438
C -3.209 -3.253 1.452 0.545
C -3.904 -3.399 2.786 -1.079
O -3.002 -3.673 3.806 -0.023
C -3.551 -4.297 4.917 -0.963
N -4.268 -3.172 0.419 -0.653
H -2.694 -1.114 1.529 -0.547
H -1.699 -2.061 0.379 -0.782
H -1.415 -2.192 2.180 -0.990
H -2.601 -4.157 1.369 0.344
H -4.686 -4.232 2.649 0.471
H -4.407 -2.441 2.959 -0.073
H -4.215 -3.596 5.516 0.284
H -2.718 -4.610 5.566 0.225
H -4.094 -5.153 4.593 0.437
H -3.899 -3.245 -0.533 0.020
H -4.635 -2.232 0.522 0.352
C -1.045 -1.107 5.185 -0.108
C 0.114 -2.112 5.300 0.158
C 1.081 -1.790 4.138 0.627
O 2.297 -2.413 4.342 -0.565
C 3.412 -1.851 3.855 -0.198
N 0.807 -1.831 6.532 -0.472
H -0.592 -0.094 5.293 -0.497
H -1.784 -1.221 6.012 0.615
H -1.546 -1.220 4.212 -0.496
H -0.455 -3.062 5.260 0.304
H 1.192 -0.703 4.127 -0.656
H 0.644 -2.180 3.197 0.422
H 3.485 -1.869 2.788 -0.006
H 4.224 -2.478 4.231 0.407
H 3.586 -0.833 4.220 -0.011
H 0.164 -2.068 7.256 0.234
H 1.593 -2.462 6.608 0.223
C 3.821 1.914 2.505 1.602
C 4.981 2.860 2.583 -0.089
C 5.123 3.748 1.378 -0.772
O 4.023 4.664 1.365 -0.324
C 4.181 5.636 0.351 -0.706
N 4.940 3.564 3.849 -0.530
H 3.817 1.367 3.433 -0.084
H 3.936 1.171 1.684 -0.573
H 2.881 2.466 2.363 -0.805
H 5.870 2.221 2.480 0.438
H 5.117 3.238 0.393 0.187
H 6.017 4.347 1.456 0.465
H 5.209 6.022 0.329 0.397
H 3.462 6.445 0.495 0.233
H 4.080 5.121 -0.589 0.067
H 5.773 3.980 4.224 0.254
H 4.202 4.272 3.907 0.196
C -3.121 4.571 -3.760 -1.561
C -2.760 4.788 -2.283 2.967
C -1.386 5.306 -2.012 -1.211
O -0.437 4.413 -2.574 -0.105
C 0.909 4.871 -2.360 -0.591
N -3.854 5.638 -1.767 -0.561
H -4.048 3.972 -3.840 0.334
H -2.356 4.111 -4.342 0.068
H -3.429 5.483 -4.275 0.422
H -2.874 3.758 -1.840 -1.636
H -1.220 5.294 -0.935 -0.093
H -1.172 6.303 -2.407 0.538
H 1.126 5.875 -2.784 0.387
H 1.574 4.190 -2.876 -0.130
H 1.213 4.901 -1.308 0.219
H -3.795 5.762 -0.765 0.342
H -3.749 6.546 -2.212 0.334
C 0.488 -7.526 -1.835 -1.101
C 1.604 -7.662 -2.827 0.092
C 1.880 -6.317 -3.523 -0.382
O 2.439 -5.427 -2.594 -0.251
C 2.497 -4.115 -3.101 -0.181
N 2.697 -8.416 -2.232 -0.672
H -0.378 -7.053 -2.266 0.189
H 0.803 -6.815 -1.087 0.223
H 0.256 -8.453 -1.307 0.404
H 1.162 -8.241 -3.639 0.373
H 0.918 -5.895 -3.890 0.084
H 2.606 -6.455 -4.299 0.504
H 3.225 -4.076 -3.979 0.335
H 2.856 -3.403 -2.361 -0.148
H 1.569 -3.745 -3.547 0.157
H 3.092 -7.926 -1.426 0.254
H 3.434 -8.667 -2.874 0.268
```